No. 1
14
Properties=species:S:1:pos:R:3:forces:R:3 method="wB97M-V/def2-TZVPD" multiplicity=1 charge=0 gap_ev=9.56 e_homo_ev=-9.17 e_above_lowest_kj_mol=455.2 lumo_ha=0.0145
C 0.3875 -0.0068 -0.0715 2.4 -0.2 -2.3
C -1.6674 -0.7129 -0.0549 2.4 1.6 1.2
C -1.6197 0.8772 0.1697 -4.9 -0.7 0.1
H 1.1768 -1.5312 0.5108 4.6 -0.8 -1.0
H 3.0235 -1.4969 -0.6606 -2.7 1.1 3.4
H 2.0516 0.8584 0.2807 0.6 1.6 0.4
H -2.3277 1.4356 -0.7340 1.9 -1.4 3.1
H -1.9253 1.0708 1.3322 0.1 -0.2 -3.0
H -0.1800 1.9000 -0.6113 1.4 0.1 -0.1
N 2.4218 -1.0292 0.2607 -1.5 -3.3 -2.2
N 1.7581 0.1095 -0.2847 -1.3 -0.7 0.3
N -0.3019 -1.0941 -0.0424 0.8 -0.4 0.4
N -0.2664 1.1126 0.0032 -1.2 4.3 -0.1
O -2.5311 -1.4931 -0.0979 -2.6 -1.0 -0.3

=====

No. 2
62
Properties=species:S:1:pos:R:3:forces:R:3 method="wB97M-V/def2-TZVPD" multiplicity=3 charge=-1 gap_ev="7.34 / 7.25" e_homo_ev="-4.50 / -4.43" e_above_lowest_kj_mol=0.0 lumo_ha="0.1046 / 0.1036"
Pd 1.0436 0.2937 0.9991 1.3 0.4 -0.9
Cl 3.0027 -0.5872 2.5581 -0.4 0.3 -0.1
F 2.4872 1.0505 -0.4592 -0.6 -0.2 0.1
C -2.9383 -0.6046 -0.6567 0.0 -0.1 0.3
C -2.1419 0.6908 -0.6555 0.5 0.6 -0.1
O -0.8586 0.5760 -0.1996 0.2 -0.3 -0.1
H -3.1816 -0.8819 0.3745 -0.1 -0.1 -0.1
H -2.3372 -1.4111 -1.0853 0.0 0.1 -0.1
H -3.8461 -0.4935 -1.2560 -0.2 -0.1 0.1
H -2.7035 1.4724 -0.1028 -0.3 -0.1 0.2
H -2.1908 1.0782 -1.6990 0.2 0.0 -0.1
C 0.4954 3.8511 3.7227 -0.1 0.2 0.7
C 0.7253 2.4688 3.1265 -0.2 0.3 0.0
C -0.4646 1.5593 3.4158 -0.1 0.0 0.1
O -0.2417 0.2790 2.8681 -0.3 -0.1 0.0
C -1.3056 -0.6318 3.0827 0.0 0.5 0.6
N 0.9807 2.5128 1.6796 0.2 -0.1 0.6
H 1.3921 4.4715 3.6805 0.1 -0.1 -0.1
H 0.2272 3.7495 4.7813 0.1 0.1 0.0
H -0.3049 4.4408 3.2667 -0.1 -0.3 -0.3
H 1.6150 2.0429 3.5956 0.0 -0.2 -0.1
H -1.3798 2.0164 3.0136 0.0 -0.1 -0.3
H -0.6447 1.4483 4.4909 0.3 0.1 0.1
H -1.2156 -1.0385 4.0948 0.1 -0.3 0.0
H -1.2636 -1.4132 2.3348 0.0 0.0 0.0
H -2.2575 -0.0952 3.0624 -0.1 -0.1 -0.4
H 1.8949 2.9360 1.5462 0.0 -0.3 -0.4
H 0.3068 3.1069 1.2053 -0.1 -0.3 -0.1
C 0.1501 -3.7707 -0.8491 -0.3 0.5 -0.2
C 0.2528 -2.7536 0.2881 -0.3 -0.5 0.0
C 0.6195 -3.3540 1.6369 0.4 0.5 0.3
O -0.4157 -4.1516 2.1618 -0.6 -0.1 -0.4
C -0.1143 -4.6567 3.4273 0.8 0.5 0.4
N 1.2604 -1.7165 -0.0074 0.1 -1.2 -1.0
H -0.0237 -3.1760 -1.7518 0.0 -0.2 -0.1
H -0.7097 -4.4317 -0.7305 0.1 -0.1 0.1
H 1.0626 -4.3497 -1.0071 0.0 0.0 0.2
H -0.7286 -2.2739 0.3590 0.1 0.1 0.1
H 0.8544 -2.5182 2.3129 0.0 -0.1 0.1
H 1.5476 -3.9450 1.5848 0.0 0.0 -0.2
H 0.6625 -5.4316 3.3972 -0.2 -0.3 -0.2
H -1.0184 -5.0175 3.9056 -0.1 -0.1 -0.1
H 0.3421 -3.8727 4.0489 -0.3 0.1 0.1
H 1.1876 -1.4949 -1.0094 -0.5 0.5 0.2
H 2.1256 -2.2671 -0.0880 0.3 0.8 0.9
C 0.2710 -0.2080 -4.9020 -0.2 0.1 -0.4
C 1.0170 0.5953 -3.8421 -0.1 -1.1 0.2
C 0.4493 1.9985 -3.6565 0.3 0.0 1.0
O 0.1463 2.6542 -4.8715 0.4 0.0 -0.2
C 0.1557 4.0601 -4.7661 -0.8 -0.3 0.5
N 0.9970 -0.1885 -2.6023 -0.4 0.6 0.9
H -0.6972 -0.5692 -4.5401 -0.1 0.5 0.2
H 0.7559 -1.1448 -5.1838 0.5 0.3 0.0
H 0.1220 0.4248 -5.7807 -0.1 -0.3 -0.1
H 2.0782 0.6835 -4.0849 0.0 0.0 -0.4
H 1.1920 2.5619 -3.0774 0.1 0.1 -0.1
H -0.4172 1.9461 -2.9820 -0.3 0.0 -0.3
H -0.1951 4.3659 -3.7717 -0.1 0.0 -0.1
H -0.5890 4.3911 -5.4900 0.3 0.4 -0.1
H 1.1352 4.5265 -4.9028 0.1 -0.2 -0.3
H 1.5492 0.2897 -1.8721 0.5 0.1 -0.3
H 0.0802 -0.0934 -2.1386 0.0 -0.1 -0.4

=====

No. 3
28
Properties=species:S:1:pos:R:3:forces:R:3 method="wB97M-V/def2-TZVPD" multiplicity=1 charge=+2 gap_ev=7.07 e_homo_ev=-16.39 e_above_lowest_kj_mol=305.2 lumo_ha=-0.3425
C 3.8182 1.1762 -0.3208 -0.1 0.4 -0.9
C 3.8498 0.4246 0.8455 1.1 0.4 -0.3
C 2.6093 1.2710 -1.0604 1.9 -0.7 -2.3
C 2.7677 -0.2825 1.2860 -1.6 0.6 0.1
C 1.5768 0.4077 -0.7141 -0.1 0.4 -0.2
C 1.5993 -0.2983 0.4954 0.1 0.2 -0.7
C 0.1782 -2.1999 1.2166 1.3 -0.9 2.1
C -1.2984 -0.0813 0.1372 3.6 -1.2 0.8
C -2.2441 2.0727 0.7194 -0.1 -0.8 0.9
C -2.1273 -1.7152 -1.6027 -0.6 -1.9 -0.4
N -1.2354 1.0188 0.7820 1.0 0.2 2.8
N -2.0648 -0.5384 -0.7732 -5.0 1.0 0.7
N 0.4045 -1.0647 0.7175 -3.3 1.4 -1.4
H 4.7591 1.6297 -0.7152 -1.1 -0.2 0.5
H 4.7629 0.3745 1.4406 -0.3 0.1 -0.2
H 2.7096 1.7129 -2.1504 -0.7 -0.6 2.6
H 2.8243 -0.5554 2.3078 -0.3 -1.1 0.7
H 0.7699 0.2090 -1.4255 0.1 0.4 0.3
H -0.7791 -2.7165 1.4542 0.4 0.9 -0.8
H 1.0681 -2.6510 1.7096 -0.5 -0.2 -0.7
H -2.2097 2.7000 1.5925 -0.5 -0.6 1.0
H -1.9703 2.7867 0.0495 0.7 1.6 -2.8
H -3.1611 1.5900 0.4773 -1.1 0.3 0.2
H -3.1567 -2.2267 -1.6557 1.5 1.4 0.2
H -1.4776 -2.4307 -1.1920 0.9 -1.2 0.6
H -1.7183 -1.5319 -2.5639 -0.1 0.5 -1.1
H -0.6926 1.0460 1.6972 -0.5 -0.4 -1.8
H -3.1464 -0.2276 -0.6821 3.1 0.0 0.1

=====

No. 4
11
Properties=species:S:1:pos:R:3:forces:R:3 method="wB97M-V/def2-TZVPD" multiplicity=1 charge=0 gap_ev=8.32 e_homo_ev=-8.83 e_above_lowest_kj_mol=587.5 lumo_ha=-0.0189
C -0.0876 0.1748 -0.0594 -5.0 0.1 1.4
C 1.1957 0.9006 -0.0644 -1.7 0.5 -0.4
H -2.3551 -1.0702 -0.8975 -0.2 4.9 3.5
H -1.3117 1.6308 0.9055 -0.8 -1.4 -0.9
H 1.7335 -2.0388 0.4066 -0.4 -0.2 0.2
N -1.3280 0.8702 0.1881 1.1 -2.3 -2.3
N -0.0040 -1.1327 -0.1333 1.1 2.1 0.0
N 1.3930 -1.3066 -0.2022 -1.2 -1.5 -0.9
O -2.6101 0.0645 -0.0788 2.7 -2.4 -1.6
O 1.9654 -0.1648 0.2539 3.7 2.4 0.0
O 1.4088 2.0720 -0.3187 0.6 -2.3 1.1

=====

No. 5
14
Properties=species:S:1:pos:R:3:forces:R:3 method="wB97M-V/def2-TZVPD" smiles="N/C=C/O.NO" multiplicity=1 charge=0 gap_ev=8.62 e_homo_ev=-7.91 e_above_lowest_kj_mol=500.1 lumo_ha=0.0261
N 2.1958 0.0899 -0.2117 0.7 1.4 0.1
C 1.0314 -0.6164 0.1368 -0.2 -2.5 -1.8
C 0.0684 -0.8170 -0.8259 0.8 0.1 1.4
O -0.9128 -1.7398 -0.7439 -0.1 0.0 0.3
H 2.0846 1.0945 -0.1102 0.2 -0.1 0.0
H 3.0259 -0.2117 0.2884 -0.4 0.1 0.0
H 1.2224 -1.4514 0.8160 -0.4 0.2 0.2
H -0.0729 -0.1434 -1.6598 0.1 -0.1 -0.1
H -0.7096 -2.3580 -0.0231 -0.1 0.2 -0.2
N -2.1432 1.5008 0.6182 -0.4 -0.8 0.9
O -0.7333 1.3184 0.5286 2.5 -0.9 0.4
H -2.5626 0.6359 0.2681 0.0 0.2 -0.1
H -2.3398 2.2092 -0.0918 0.4 -0.2 0.2
H -0.1544 0.4889 1.0104 -3.2 2.4 -1.3

=====

No. 6
28
Properties=species:S:1:pos:R:3:forces:R:3 method="wB97M-V/def2-TZVPD" smiles="C=C1[C@H](Br)C1(C(=O)OCC)C(=O)OCC" multiplicity=1 charge=0 gap_ev=9.73 e_homo_ev=-9.34 e_above_lowest_kj_mol=155.1 lumo_ha=0.0143
C 1.6014 2.4542 -2.1553 0.6 0.0 -0.2
C 1.4715 1.3977 -1.3695 0.6 1.6 -0.4
C 2.2859 0.4424 -0.7029 -0.9 -0.9 0.5
Br 3.5289 -0.6987 -1.6235 -0.6 0.1 -0.1
C 0.5128 0.4189 -0.8579 2.6 -0.1 1.5
C -0.0814 0.6502 0.5563 -1.1 -1.8 -3.0
O -1.1940 0.3243 0.8502 -0.8 -0.1 -0.1
O 0.7748 1.1640 1.3593 1.9 0.8 2.2
C 0.3751 1.2230 2.7343 -2.9 0.7 0.7
C -0.0780 2.6396 3.0689 1.1 -0.5 0.2
C 0.0618 -0.5783 -1.8496 -1.2 1.4 -2.3
O 0.0753 -0.3140 -3.0500 0.4 -0.5 1.0
O -0.4567 -1.6569 -1.3602 -0.4 -1.1 0.5
C -0.9707 -2.6870 -2.2940 1.7 -0.4 2.1
C 0.2048 -3.5600 -2.6604 0.5 -0.3 0.7
H 0.7032 2.8021 -2.6917 0.8 0.2 0.3
H 2.6487 2.8901 -2.2973 -1.8 -0.6 -0.1
H 2.6148 0.4820 0.3333 -0.4 0.3 -0.4
H -0.4939 0.5727 2.9521 0.7 -0.1 -0.7
H 1.1292 0.9748 3.4360 1.4 -0.5 -0.1
H -0.7192 3.0607 2.2957 -0.4 0.0 0.5
H -0.3586 2.6948 4.1296 -0.8 0.0 -0.5
H 0.8469 3.1645 3.0898 0.7 1.2 -0.4
H -1.5447 -3.2441 -1.5565 -1.1 0.2 -0.8
H -1.3803 -2.2175 -3.1853 -0.5 -0.1 0.4
H -0.0699 -4.3221 -3.3212 -0.9 -1.3 -1.1
H 0.8317 -2.9671 -3.2398 1.5 1.1 -1.0
H 0.8377 -4.0877 -1.9120 -0.9 0.8 0.2

=====

No. 7
151
Properties=species:S:1:pos:R:3:forces:R:3 method="wB97M-V/def2-TZVPD" multiplicity=1 charge=+2 gap_ev=6.56 e_homo_ev=-12.03 e_above_lowest_kj_mol=0.0 lumo_ha=-0.2010
Ta 0.2132 0.8666 0.8454 -2.1 -0.5 -1.3
O -1.5998 0.7356 4.3668 -0.1 -0.1 0.0
P -0.5369 1.6326 3.6447 0.5 0.0 -0.3
O -0.2504 2.9128 4.2709 -0.2 0.0 -0.1
O -0.9779 1.6395 2.0953 0.5 0.4 1.0
O 0.7615 0.6336 3.5541 -0.2 0.5 0.1
P 2.1892 1.0711 2.8622 0.2 -0.3 -0.4
O 1.8459 2.5801 2.4561 0.6 -0.2 0.2
O 3.3786 0.8302 3.6452 -0.1 -0.1 0.1
O 2.0197 0.3676 1.4398 0.3 0.0 0.9
H -1.9165 1.1694 5.1733 -0.1 0.0 0.0
H 1.9525 3.1710 3.2228 -0.3 0.2 -0.1
C 3.2544 -2.2712 4.1057 0.0 0.1 0.0
Sb 3.0504 -2.8842 2.0797 -0.1 0.0 0.0
C 2.7164 -4.9858 2.4975 -0.1 -0.1 0.0
C 5.1776 -3.1245 1.8069 0.0 0.0 0.1
C 5.8758 -1.7982 1.8233 0.1 -0.2 0.2
C 6.4931 -1.4078 3.0152 0.0 0.0 0.0
C 7.1843 -0.2163 3.1295 0.0 0.0 -0.1
C 7.3039 0.6021 2.0147 0.0 -0.1 0.0
C 6.7098 0.2168 0.8274 0.0 0.1 0.0
C 5.9606 -0.9577 0.7130 0.1 0.1 -0.1
C 5.3788 -1.2923 -0.6279 0.1 0.1 -0.1
Sb 3.6923 -0.1258 -1.4071 0.4 -0.3 0.0
C 4.6448 1.7758 -1.2453 -0.1 0.1 0.0
C 4.3373 -0.6085 -3.4010 -0.1 0.1 -0.1
H 3.5881 -3.1298 4.6874 0.0 0.0 0.0
H 2.3137 -1.8863 4.4916 0.0 -0.1 0.0
H 4.0016 -1.4802 4.1381 0.0 0.0 0.0
H 3.5658 -5.5781 2.1551 0.0 0.0 0.0
H 1.7942 -5.3926 2.0778 0.0 0.0 -0.1
H 2.6457 -5.1005 3.5786 0.0 0.0 0.0
H 5.3734 -3.7116 0.9066 0.0 0.1 0.0
H 5.5079 -3.7199 2.6583 0.0 -0.1 0.0
H 6.4484 -2.0769 3.8668 0.0 0.0 0.0
H 7.6466 0.0554 4.0686 0.0 0.0 0.0
H 7.8741 1.5199 2.0626 0.0 0.0 0.0
H 6.8523 0.8328 -0.0510 0.0 0.0 0.0
H 5.1089 -2.3475 -0.7227 0.0 0.0 0.0
H 6.1241 -1.0874 -1.3988 0.0 -0.1 0.0
H 5.6249 1.7118 -1.7149 0.0 0.0 0.0
H 4.7610 2.0491 -0.1977 0.0 0.0 0.0
H 4.0521 2.5358 -1.7533 0.0 0.0 0.0
H 5.0112 0.1663 -3.7651 0.0 0.0 0.0
H 4.8800 -1.5540 -3.3715 0.0 0.0 0.0
H 3.5007 -0.7023 -4.0899 0.0 0.0 0.0
N 2.3297 -4.1179 -1.1238 0.1 -0.1 0.1
C 0.9126 -4.0190 -1.6291 0.0 0.0 -0.1
C 0.0822 -3.0628 -0.7865 0.1 -0.1 0.0
N 0.5032 -1.6780 -0.8850 0.2 0.4 0.2
H 2.8863 -4.7662 -1.6835 0.0 0.0 0.0
H 2.3554 -4.4283 -0.1444 0.0 0.0 0.0
H 2.7987 -3.2049 -1.1389 0.0 0.0 0.0
H 0.5034 -5.0287 -1.6122 0.0 0.0 0.0
H 0.9827 -3.6727 -2.6608 -0.1 0.0 0.0
H 0.0692 -3.3648 0.2647 0.1 -0.1 -0.1
H -0.9379 -3.1582 -1.1502 -0.1 0.1 0.1
H 0.2153 -1.2668 -1.7703 0.2 -0.1 0.0
H 1.5052 -1.5578 -0.7829 0.0 0.1 0.0
S -0.8877 -1.5301 1.8609 0.2 -0.1 -0.2
C -1.1147 -1.8943 3.5128 0.0 0.2 0.2
N -2.4016 -2.1223 3.8945 0.0 -0.1 0.0
C -2.7494 -2.5238 5.1297 0.0 0.0 -0.1
C -1.7703 -2.6902 6.0636 0.0 0.0 0.0
C -0.4651 -2.3973 5.6451 0.0 0.0 0.1
N -0.1418 -2.0201 4.4233 -0.1 -0.1 -0.2
H -3.1187 -1.9216 3.2019 -0.1 0.1 -0.1
H -3.8031 -2.6873 5.3073 0.0 0.0 0.0
H -1.9936 -3.0196 7.0658 0.0 0.0 0.0
H 0.3581 -2.4752 6.3482 0.0 0.0 0.0
C -0.8079 2.8418 -4.7561 0.0 0.0 0.0
C 0.1228 2.1873 -3.7264 0.0 0.0 0.1
C 1.5475 2.7073 -3.9153 0.1 0.0 0.0
C 0.0232 0.6824 -3.8710 0.0 0.0 -0.1
C 0.8173 0.0460 -4.8243 0.1 0.0 0.0
C 0.6016 -1.2723 -5.1758 0.0 0.0 0.0
C -0.5046 -1.9314 -4.6654 0.1 0.0 0.0
C -1.3444 -1.3278 -3.7314 0.0 -0.1 0.0
C -2.7010 -1.9690 -3.4880 0.0 0.0 0.1
C -3.6408 -1.5537 -4.6329 0.0 0.0 0.0
C -2.6939 -3.4986 -3.4342 0.0 0.0 0.0
C -0.9796 -0.0560 -3.2314 0.0 0.1 0.1
N -1.7331 0.5335 -2.1447 -0.2 -0.1 0.1
B -1.6127 0.5077 -0.6774 -0.2 0.1 -0.2
N -2.9828 0.8260 -0.2282 0.0 -0.1 -0.1
C -3.7400 1.1469 -1.3553 0.0 0.0 0.0
C -3.0147 0.9763 -2.4674 -0.1 0.1 0.0
C -3.7418 0.6919 1.0052 0.2 0.0 -0.1
C -3.9756 1.8296 1.7975 0.1 -0.1 0.1
C -4.6945 1.6915 2.9857 0.0 0.0 0.0
C -5.2015 0.4715 3.3764 0.0 0.0 0.1
C -5.0633 -0.6117 2.5279 0.0 -0.1 0.0
C -4.3716 -0.5359 1.3163 -0.1 0.0 0.0
C -4.6146 -1.7403 0.3957 0.0 0.0 -0.1
C -5.5615 -1.3771 -0.7570 0.0 0.0 0.0
C -3.4157 -2.5222 -0.1268 0.1 0.0 0.0
C -3.5617 3.2276 1.3778 0.0 0.0 0.0
C -4.6634 3.8741 0.5253 0.0 0.0 0.0
C -3.2800 4.1589 2.5569 0.1 0.0 0.0
H -0.6913 3.9267 -4.7390 0.0 0.0 0.0
H -1.8551 2.6141 -4.5549 0.0 0.0 0.0
H -0.5704 2.4931 -5.7628 0.0 0.0 0.0
H -0.2548 2.4653 -2.7421 0.1 0.0 -0.1
H 1.8286 2.7175 -4.9695 0.0 0.0 0.0
H 1.6384 3.7307 -3.5578 0.0 -0.2 -0.2
H 2.2846 2.0965 -3.3871 0.0 0.0 0.1
H 1.5880 0.6100 -5.3310 0.1 0.0 0.0
H 1.2365 -1.7532 -5.9089 0.0 0.0 0.0
H -0.7568 -2.9126 -5.0456 0.0 0.0 0.0
H -3.1168 -1.5830 -2.5594 0.0 0.0 0.0
H -3.3253 -2.0255 -5.5653 0.0 0.0 0.0
H -3.6470 -0.4784 -4.7999 0.0 0.0 0.0
H -4.6632 -1.8702 -4.4207 0.0 0.0 0.0
H -2.4970 -3.9300 -4.4161 0.0 0.0 0.0
H -3.6755 -3.8611 -3.1272 0.0 0.0 0.0
H -1.9603 -3.9081 -2.7403 0.0 0.0 0.1
H -4.7714 1.4398 -1.2685 0.0 0.0 0.0
H -3.3111 1.1417 -3.4883 0.0 0.0 0.0
H -4.8765 2.5622 3.5993 0.0 0.0 0.0
H -5.7563 0.3768 4.3016 0.0 0.0 0.0
H -5.5768 -1.5372 2.7728 0.0 0.0 0.0
H -5.1835 -2.4387 1.0164 0.1 0.0 0.0
H -5.0477 -0.8336 -1.5484 0.0 0.0 0.0
H -6.3977 -0.7688 -0.4097 0.0 0.0 0.0
H -5.9698 -2.2910 -1.1917 0.0 0.0 0.0
H -2.6625 -1.8715 -0.5704 0.0 0.0 0.0
H -3.7593 -3.2302 -0.8823 0.0 0.0 0.0
H -2.9209 -3.0931 0.6556 0.0 0.0 0.1
H -2.6594 3.1420 0.7753 0.1 0.0 0.0
H -5.6188 3.8331 1.0522 0.0 0.0 0.0
H -4.7872 3.3981 -0.4438 0.0 0.0 0.0
H -4.4301 4.9246 0.3461 0.0 0.0 0.0
H -4.2002 4.4278 3.0781 0.0 0.0 0.0
H -2.8511 5.0902 2.1887 0.0 0.0 0.0
H -2.5885 3.7418 3.2901 0.0 0.0 0.0
C 1.4691 5.2518 -1.4193 0.1 0.1 0.0
Si 0.2527 4.2287 -0.4412 0.0 0.0 -0.1
C -1.3967 4.2524 -1.3313 -0.1 0.0 0.0
C 0.1850 4.9794 1.2607 0.0 0.0 0.1
C 0.9439 2.4486 -0.3409 -0.3 -0.2 0.0
H 1.2440 6.3113 -1.2710 0.0 0.0 0.0
H 1.4107 5.0624 -2.4904 0.0 0.2 0.2
H 2.5005 5.0912 -1.0976 0.0 0.0 0.0
H -2.0784 4.9663 -0.8646 0.0 0.0 0.0
H -1.9033 3.2854 -1.3615 0.0 0.0 0.0
H -1.2521 4.5778 -2.3642 0.0 0.0 0.0
H 1.1996 5.1553 1.6265 0.0 0.0 0.0
H -0.3429 4.3872 2.0065 -0.1 0.0 0.0
H -0.3077 5.9524 1.1994 0.0 0.0 0.0
H 1.9521 2.5853 0.0723 0.1 0.0 0.0
H 1.0664 2.0856 -1.3696 0.0 -0.1 0.1

=====

No. 8
47
Properties=species:S:1:pos:R:3:forces:R:3 method="wB97M-V/def2-TZVPD" multiplicity=1 charge=+1 gap_ev=7.86 e_homo_ev=-12.46 lumo_ha=-0.1691
N 2.6696 0.1552 5.5013 -0.4 -0.5 -1.3
B 2.6457 0.5908 4.0686 -0.9 -2.8 -1.4
O 2.3437 -0.3828 3.0253 6.3 1.5 2.8
C 2.9132 2.1211 3.5385 2.3 3.0 -1.6
C 4.3734 2.4113 2.9793 -2.8 3.4 -0.2
C 4.7137 3.8430 2.4324 -3.5 -0.9 1.3
C 3.5806 4.9635 2.4532 -1.2 -4.5 1.6
C 2.1645 4.5249 3.0180 2.8 -0.8 -0.6
N 1.8936 3.1773 3.5228 4.4 0.5 -1.4
H 1.7817 -0.3756 5.6694 0.9 0.6 -0.1
H 3.4010 -0.5853 5.6047 -0.7 0.8 -0.1
H 2.6611 -0.0203 2.1602 -0.8 -0.6 0.9
H 5.1752 1.5819 2.9623 -1.6 1.5 0.1
H 5.7718 4.0580 2.0080 -2.1 -0.3 0.9
H 3.7546 6.0275 2.0532 -0.4 -2.0 0.8
H 1.2750 5.2570 3.0458 1.7 -1.4 0.0
H 0.9683 2.9134 3.9007 0.6 0.4 -0.4
C -1.8715 -0.5241 -0.1416 0.0 0.0 0.0
C -0.9913 0.6076 -0.6734 0.1 -0.1 -0.2
C -0.6709 1.5315 0.5031 0.1 0.4 -0.5
S -0.7254 0.5088 1.9710 -1.0 -0.4 -0.7
O -1.8261 0.9498 2.7994 0.5 0.2 0.3
O 0.6261 0.3476 2.4963 -4.1 2.1 -0.7
C -1.2055 -0.9961 1.1439 -0.1 -0.3 -0.2
H -1.9682 -1.3370 -0.8654 0.0 0.5 0.6
H -2.8748 -0.1416 0.0743 0.1 -0.1 0.0
H -0.0629 0.1883 -1.0763 -0.1 0.0 0.0
H -1.4815 1.1550 -1.4822 0.1 0.0 0.1
H 0.3217 1.9756 0.4076 -0.1 0.0 0.2
H -1.4212 2.3175 0.6106 0.1 -0.1 0.1
H -1.8701 -1.5765 1.7839 0.1 0.1 0.1
H -0.2966 -1.5644 0.9305 0.0 0.1 0.1
C -3.1668 -3.6681 -5.1347 -0.2 0.1 -0.1
C -2.2867 -2.5359 -5.6669 0.1 -0.1 -0.3
C -1.9675 -1.6115 -4.4908 0.1 0.4 -0.4
S -2.0217 -2.6330 -3.0232 0.1 -0.6 -0.7
O -3.1241 -2.1937 -2.1977 0.1 -0.2 -0.1
O -0.6809 -2.7909 -2.5019 -0.3 0.3 0.4
C -2.5011 -4.1393 -3.8487 -0.2 -0.4 -0.2
H -3.2629 -4.4810 -5.8575 0.0 0.1 0.1
H -4.1701 -3.2859 -4.9192 0.1 -0.1 0.0
H -1.3581 -2.9545 -6.0692 -0.1 0.0 0.1
H -2.7768 -1.9893 -6.4760 0.1 0.0 0.1
H -0.9756 -1.1670 -4.5858 -0.1 0.0 0.2
H -2.7185 -0.8262 -4.3841 0.1 -0.1 0.1
H -3.1656 -4.7196 -3.2085 0.1 0.1 0.1
H -1.5921 -4.7071 -4.0613 0.0 0.1 0.1

=====

| no. | DFT total energy (eV) |
| --- | --- |
| 1 | -11212.0587 |
| 2 | -46514.4312 |
| 3 | -15062.3946 |
| 4 | -12727.8686 |
| 5 | -9274.7276 |
| 6 | -88810.2350 |
| 7 | -126969.9817 |
| 8 | -49424.4916 |